1.
{
  "formula": "C2H4O3P",
  "method": "the ωB97M-V functional and the def2-TZVPD basis",
  "species": ["O", "H", "O", "H", "C", "C", "H", "P", "O", "H"],
  "xyz": [[-0.8216, -1.7779, -0.4456], [0.1525, -1.3919, 1.1872], [-2.9651, 0.9094, -0.7416], [0.9500, -1.0647, -0.4406], [0.0442, -0.9807, 0.1903], [-0.4722, 0.4698, 0.1856], [-0.5331, 0.8826, -0.8178], [-2.4434, 0.3659, 0.4975], [-2.1188, -1.5475, 0.0862], [0.0903, 1.1463, 0.6881]],
  "forces_ev_per_a": [[-1.4, -1.5, -2.2], [0.6, 0.3, 0.8], [-1.6, 1.7, -2.7], [0.1, -0.1, 0.6], [1.1, 2.0, 0.0], [-2.6, -2.3, -1.4], [0.1, -0.3, -0.5], [2.9, -3.0, 1.7], [-0.9, 1.4, 1.3], [1.7, 1.9, 2.3]],
  "lumo_ev": 4.4,
  "multiplicity": 1,
  "charge": -1
}

2.
{
  "formula": "C35H53DyNO2P3",
  "method": "the ωB97M-V functional and the def2-TZVPD basis",
  "species": ["H", "C", "H", "H", "C", "C", "C", "Dy", "H", "H", "H", "H", "H", "C", "H", "P", "H", "H", "C", "H", "H", "C", "C", "H", "H", "C", "H", "H", "H", "C", "O", "H", "C", "H", "H", "H", "O", "H", "C", "H", "H", "C", "H", "H", "C", "H", "C", "C", "C", "C", "C", "C", "H", "C", "H", "H", "H", "H", "H", "H", "C", "C", "C", "C", "C", "H", "P", "H", "C", "C", "C", "H", "C", "H", "H", "H", "C", "H", "C", "H", "H", "H", "C", "N", "H", "H", "H", "H", "P", "C", "H", "H", "C", "H", "H"],
  "xyz": [[-2.2936, 0.9272, 0.8636], [-1.4446, 1.2684, -2.6029], [-3.5783, 2.4646, -3.3596], [-3.0871, 4.5599, -1.1626], [1.8198, 2.7575, 1.5737], [3.9184, -0.1768, 1.6516], [-1.4088, 2.8517, 0.5441], [-0.2786, -1.2057, -0.4476], [-1.7534, 3.8948, -2.1460], [-1.6851, 3.8846, 0.2754], [-5.7414, 2.1369, -2.4588], [-3.5928, 2.5287, 2.1499], [1.7008, -0.6071, -6.0058], [-1.8851, -3.0470, -2.1209], [-0.8175, 1.3231, 4.2638], [-2.9036, 1.3261, -1.4077], [2.9021, -0.9159, -4.7358], [-1.1333, 2.8739, 1.6128], [-1.6552, -0.4049, 5.2640], [-1.6430, 1.2415, -3.7075], [4.4384, -3.0536, -2.0305], [-2.5703, 1.8714, 0.3450], [1.3229, 2.7218, 3.9423], [2.5197, -3.1303, -5.7658], [6.7248, -1.6727, 2.8781], [0.3193, -0.4847, 3.8608], [-2.5186, -3.9537, -2.1343], [1.1048, 2.1814, 4.8633], [3.7599, -1.4968, -2.5460], [1.4561, 2.0311, 2.7189], [0.7185, -0.2220, 1.2468], [3.5718, 0.3732, 0.7710], [1.7792, 4.8300, 2.8308], [-0.1013, -4.2904, -1.6828], [3.7710, -2.8888, -3.6573], [1.9822, 2.2338, 0.6295], [-0.6154, 0.2899, -2.0199], [-4.7386, -0.0702, -1.6750], [1.4621, 4.1116, 3.9870], [1.2032, -2.4458, 3.5972], [5.8836, -0.4992, 0.8444], [3.6328, -2.5867, -2.6119], [-3.0930, 4.7300, -2.9266], [-2.4526, 0.1732, 5.7290], [2.2974, -3.0586, -2.0334], [-4.2765, -0.0636, 0.0292], [5.2294, -0.6519, 1.7024], [4.8528, -1.4686, 3.9439], [1.9643, 4.1450, 1.6264], [2.2356, -2.8783, -0.5006], [-0.4355, -3.5455, -2.4268], [-3.8244, 2.4154, 1.0749], [-5.3879, 3.0509, -0.9493], [-3.5421, -1.7172, -1.1419], [5.2180, -1.9635, 4.8450], [2.2218, 4.6902, 0.7173], [3.0539, -3.4487, -0.0471], [-4.6914, 1.7390, 1.0140], [-0.4921, -4.0757, -3.3881], [-1.0918, 2.2966, -2.8122], [3.5373, -0.9992, 3.9021], [-0.5340, -2.5137, 4.8767], [-2.8418, 4.0447, -2.1030], [1.5969, -3.3495, -5.2102], [-5.1556, 2.9586, -2.0210], [0.8666, -3.7323, -5.9365], [1.3565, 0.2355, 2.5960], [1.4612, 0.0800, -4.3860], [3.0465, -0.3912, 2.7316], [1.0336, -2.0711, -4.5617], [-0.7301, 0.2488, 4.4448], [-3.9389, -2.0326, -2.1247], [0.4050, -1.8730, 4.0714], [1.3072, -3.2711, -0.0335], [-4.1188, 3.4163, 0.7132], [-4.2007, -2.2788, -0.4660], [1.8266, -0.8005, -4.9315], [-0.0006, -1.9273, -4.9259], [-3.8805, -0.1983, -0.9945], [1.8060, -4.1622, -4.4993], [1.8891, 5.9166, 2.8615], [2.3983, -1.8252, -0.2037], [5.6981, -1.3050, 2.8473], [-2.1830, -2.2704, -0.9269], [-2.2411, -2.5322, -3.0491], [2.1499, -4.1206, -2.2922], [2.8966, -1.1067, 4.7779], [-0.5135, 2.5575, -0.0183], [0.8324, -2.2198, -2.7653], [-3.6629, 2.7485, -2.2904], [-2.2866, -2.2861, 6.1139], [1.3234, 4.6415, 4.9303], [-1.5605, -1.7826, 5.4796], [-0.4561, -3.5867, 5.0282], [-5.4584, 3.8886, -2.5261]],
  "forces_ev_per_a": [[-0.1, 0.3, -0.3], [0.1, -1.0, 1.0], [0.0, 0.0, 0.5], [0.0, -0.2, -0.3], [-0.1, 0.0, 0.0], [0.0, -0.2, 0.0], [0.2, 0.3, 0.1], [-0.7, 0.9, -1.7], [-0.5, 0.1, 0.1], [0.2, -0.5, 0.1], [0.1, 0.3, 0.3], [0.1, -0.1, -0.5], [0.1, -0.1, 0.3], [-0.3, -0.9, -1.3], [0.0, -0.4, 0.1], [0.7, 1.2, -0.6], [-0.4, 0.0, 0.0], [-0.1, -0.1, -0.4], [0.1, 0.0, -0.1], [-0.9, -1.8, 0.6], [0.0, 0.2, -0.2], [0.8, 0.0, 0.3], [0.0, 0.0, -0.2], [-0.2, -0.1, 0.2], [-0.3, 0.1, 0.0], [-0.4, 0.0, 0.3], [0.3, 0.0, 0.1], [0.1, 0.1, -0.2], [-0.1, -0.2, 0.0], [0.1, 0.5, 0.2], [0.5, 0.6, 0.6], [0.1, -0.3, 0.2], [-0.1, -0.3, -0.1], [0.1, 0.4, -0.2], [-0.1, 0.1, 0.3], [-0.1, 0.2, 0.2], [-0.1, 0.8, 0.1], [-0.1, -0.1, 0.4], [0.1, -0.1, -0.1], [-0.2, 0.1, 0.2], [-0.1, 0.0, 0.3], [0.3, -0.1, 0.3], [0.0, -0.2, 0.3], [0.2, -0.2, -0.1], [-0.1, -0.5, -0.4], [0.4, 0.4, -0.5], [-0.2, 0.1, 0.0], [-0.1, 0.1, 0.0], [0.0, -0.1, 0.0], [0.3, -0.1, -0.3], [-0.5, 0.1, -0.2], [-0.2, 0.0, 0.0], [0.0, 0.0, -0.5], [0.4, -1.1, 0.0], [-0.1, 0.2, -0.3], [0.0, -0.1, 0.3], [-0.2, 0.1, 0.1], [0.2, 0.3, 0.0], [-0.2, -0.2, 0.3], [0.8, 0.0, 1.8], [0.0, 0.0, -0.3], [0.1, 0.1, -0.1], [0.0, 0.2, 0.1], [-0.2, -0.3, -0.4], [-0.2, 0.2, -0.2], [0.3, 0.0, 0.2], [-0.1, -0.4, -0.3], [0.1, -0.2, -0.1], [0.2, 0.0, 0.2], [-0.2, 0.2, -0.4], [0.1, -0.3, 0.0], [0.5, 0.2, 0.2], [-0.2, 0.2, 0.0], [0.2, 0.0, -0.2], [0.2, -0.5, 0.1], [-0.2, 0.6, 0.2], [0.0, 0.0, -0.1], [0.3, 0.0, 0.2], [-0.9, -0.1, -0.6], [0.0, 0.2, -0.2], [0.0, -0.4, 0.0], [0.0, -0.3, -0.1], [-0.2, 0.1, -0.2], [0.5, 1.7, -0.5], [0.4, 0.1, 0.5], [0.4, 0.1, 0.3], [0.2, 0.0, -0.2], [-0.2, 0.1, 0.1], [0.4, -0.3, 1.3], [-1.1, -0.2, -0.3], [0.1, 0.1, -0.1], [0.1, -0.2, -0.2], [0.2, 0.2, -0.2], [-0.1, 0.2, 0.0], [-0.1, -0.3, 0.2]],
  "lumo_ev": [-4.5, -4.6],
  "multiplicity": 6,
  "charge": 2
}

3.
{
  "formula": "C4H5IN2O2",
  "method": "the ωB97M-V functional and the def2-TZVPD basis",
  "species": ["H", "C", "H", "I", "C", "C", "H", "C", "O", "N", "O", "H", "H", "N"],
  "xyz": [[-1.2779, 1.3012, -0.0308], [-0.6593, -2.8942, 0.9657], [1.2525, -0.1048, 0.3828], [0.6140, 1.9545, 2.0463], [1.1425, 1.3798, -1.1179], [0.6870, 0.7523, 0.1188], [2.2347, 1.6623, -1.2621], [-1.3789, -0.6578, 0.2136], [-0.5674, -3.9412, 1.3974], [-0.7011, 0.4278, -0.1032], [-2.6089, -0.7459, 0.2151], [1.2047, 0.4840, -1.7594], [0.6233, 2.1372, -1.5872], [-0.5651, -1.7553, 0.5211]],
  "forces_ev_per_a": [[0.4, -1.4, -0.5], [0.0, 3.7, -1.2], [0.4, -0.7, 0.3], [0.5, -0.3, -0.8], [4.5, -1.4, -1.3], [-1.6, 0.6, 1.4], [-1.1, 0.0, 1.2], [-2.9, -2.4, 0.7], [0.0, -2.1, 0.7], [-0.1, 3.1, 0.1], [1.7, 0.4, 0.0], [-0.7, 0.3, -0.4], [-1.7, 1.4, -0.5], [0.7, -1.3, 0.4]],
  "lumo_ev": -0.1,
  "multiplicity": 1,
  "charge": 0
}

4.
{
  "formula": "C4H8O2",
  "method": "the ωB97M-V functional and the def2-TZVPD basis",
  "species": ["H", "C", "C", "H", "O", "C", "H", "H", "H", "H", "H", "C", "O", "H"],
  "xyz": [[0.1332, 1.2165, -0.7996], [1.0835, 0.6840, -1.0404], [2.0419, 0.5610, 0.1117], [2.7397, 1.4051, 0.0658], [-0.1057, -1.5896, 0.1294], [-2.0293, -0.3461, 0.8176], [1.5134, 0.5991, 1.0677], [-2.8245, -1.0669, 1.0375], [-1.4917, -0.1334, 1.7441], [2.6066, -0.3691, 0.0371], [-2.4966, 0.5614, 0.4263], [-1.0955, -0.9692, -0.1837], [1.2851, 0.2853, -2.1598], [-1.3600, -0.8381, -1.2536]],
  "forces_ev_per_a": [[0.1, 0.0, -0.1], [0.1, 0.0, -0.2], [0.1, -0.1, 0.0], [-0.1, -0.1, 0.0], [-0.4, 0.2, -0.1], [0.0, 0.0, 0.1], [0.1, 0.0, -0.1], [0.0, 0.1, 0.0], [-0.1, -0.1, -0.1], [0.0, 0.1, 0.0], [0.1, -0.1, 0.0], [0.1, -0.3, 0.1], [0.0, 0.2, 0.4], [0.0, -0.1, 0.1]],
  "lumo_ev": 0.9,
  "multiplicity": 1,
  "charge": 0
}

Molecular weight
In order: 107.025, 775.236, 240.000, 88.106
Unit: g/mol